No. 1
Here is C4H2S as an isolated structure at a distorted geometry from the OMol25 dataset. Energies are from wB97M-V/def2-TZVPD.

The geometry in XYZ format:
```
7
Properties=species:S:1:pos:R:3
C 0.231 -0.787 -0.357
C -0.775 -0.923 -1.250
C 1.160 -0.464 0.441
C -0.648 0.643 0.655
S -1.809 0.323 -0.762
H 2.098 -0.400 0.915
H -0.257 1.608 0.358
```

## Properties
total charge: 0
E_LUMO (alpha / beta): -0.014 / -0.070 Ha
highest occupied orbital energy (alpha / beta): -7.18 / -9.03 eV
multiplicity: 3
orbital gap (alpha / beta): 6.81 / 7.11 eV
⟨S²⟩: 2.04



No. 2
Here is an isolated ion of composition H4NO2P2 and charge -1 at a distorted geometry from the OMol25 dataset. Energies are from wB97M-V/def2-TZVPD.

The geometry in XYZ format:
```
9
Properties=species:S:1:pos:R:3
N -1.661 -1.512 0.723
O -1.037 0.399 -1.192
O 0.802 -0.270 0.469
P 1.758 0.497 -0.707
P -1.022 -0.189 0.174
H -2.041 -2.002 -0.097
H 3.020 0.457 -0.028
H 1.482 1.817 -0.412
H -1.301 0.803 1.070
```

## Properties
total charge: -1
SMILES string: N=[P@H]([O-])OP
E_LUMO: 0.166 Ha
highest occupied orbital energy: -4.44 eV
multiplicity: 1
orbital gap: 8.96 eV



No. 3
Here is a 2-piece molecular cluster, C6H8BrN overall at a distorted geometry from the OMol25 dataset. Energies are from wB97M-V/def2-TZVPD.

The geometry in XYZ format:
```
16
Properties=species:S:1:pos:R:3
C -0.208 1.630 -2.386
C -3.045 -1.930 -0.372
C 0.457 0.467 -2.316
C -2.331 -0.861 -0.227
C 0.236 -0.965 -0.324
C 0.710 -1.417 0.992
N 0.586 -0.181 -1.190
Br -3.074 0.861 0.198
H -0.480 2.234 -3.235
H -0.736 1.924 -1.437
H -4.140 -2.054 -0.389
H -2.598 -2.934 -0.409
H 1.011 -0.004 -3.110
H 0.496 -2.517 1.129
H 1.778 -1.316 1.096
H 0.125 -0.644 1.561
```

## Properties
total charge: 0
E_LUMO (alpha / beta): 0.031 / -0.057 Ha
highest occupied orbital energy (alpha / beta): -6.04 / -8.89 eV
multiplicity: 3
orbital gap (alpha / beta): 6.88 / 7.33 eV
⟨S²⟩: 2.03



Here are the calculated E_tot numbers, same order: -15005.8422; -24229.7599; -77877.2106 (eV).
Here are the calculated energy relative to the best compared isomer or geometry (same formula, charge and spin) numbers, same order: 63.2; 33.1; 0.0 (kcal/mol).